(1)
Here is C33H49ClN7O5PS2Ti as an isolated structure at a distorted geometry from the OMol25 dataset. Energies are from ωB97M-V/def2-TZVPD.

Summary:
energy relative to the best compared isomer or geometry (same formula, charge and spin) = 2.748 eV
E_tot = -4493.2405 Ha
gap between HOMO and LUMO = 0.1287 Eh
E_HOMO = -11.9844 eV
charge = +2

```
99
C33H49ClN7O5PS2Ti (ωB97M-V/def2-TZVPD)
Ti -0.008 0.487 -0.034
N -0.555 1.680 1.815
C -1.283 0.932 2.867
C -2.734 0.702 2.465
C -2.878 -0.324 1.343
N -2.136 0.062 0.114
H 0.345 1.966 2.214
H -1.072 2.560 1.688
H -1.269 1.482 3.815
H -0.789 -0.033 3.021
H -3.204 1.652 2.193
H -3.273 0.323 3.334
H -3.943 -0.440 1.111
H -2.505 -1.288 1.697
H -2.667 0.834 -0.306
H -2.210 -0.726 -0.549
C -2.532 -5.132 -2.541
C -1.883 -4.687 -1.294
N -1.658 -5.418 -0.250
N -1.057 -4.637 0.659
C -0.893 -3.387 0.196
S -0.163 -2.094 0.985
N -1.437 -3.402 -1.050
N -1.460 -2.268 -1.859
H -2.860 -6.160 -2.406
H -1.836 -5.099 -3.378
H -3.397 -4.515 -2.780
H -0.756 -5.020 1.542
H -0.468 -2.002 -2.021
H -1.879 -2.519 -2.754
Cl 6.909 0.759 -4.588
C 5.520 0.285 -3.721
C 5.066 1.067 -2.657
C 3.914 0.702 -1.999
C 3.204 -0.456 -2.362
C 3.710 -1.268 -3.388
C 4.843 -0.887 -4.070
C 1.912 -0.758 -1.758
O 1.316 -1.839 -1.832
O 1.283 0.234 -1.149
H 5.611 1.946 -2.341
H 3.566 1.313 -1.179
H 3.194 -2.176 -3.663
H 5.219 -1.487 -4.882
N 1.780 0.034 1.494
C 2.835 1.037 1.506
C 4.067 0.813 2.115
C 5.093 1.738 1.949
C 4.851 2.867 1.198
C 3.626 3.133 0.633
C 2.608 2.207 0.788
S 6.197 3.950 0.513
O 7.340 3.633 1.318
O 6.146 3.360 -0.815
O 5.592 5.250 0.642
H 2.177 -0.808 1.059
H 1.546 -0.258 2.450
H 4.236 -0.092 2.681
H 6.075 1.586 2.367
H 3.521 4.031 0.045
H 1.644 2.331 0.277
C -2.967 3.943 -3.266
C -2.712 2.805 -2.280
C -3.060 3.336 -0.881
C -3.603 1.621 -2.673
P -0.871 2.268 -2.160
C -0.078 3.902 -1.910
C 0.234 4.785 -2.943
C 0.838 6.000 -2.675
C 1.150 6.361 -1.375
C 0.817 5.510 -0.332
C 0.200 4.301 -0.603
C -0.262 1.661 -3.873
C -0.548 0.155 -3.884
C -0.888 2.231 -5.150
C 1.253 1.898 -3.881
H -3.959 4.348 -3.079
H -2.950 3.606 -4.295
H -2.256 4.754 -3.144
H -4.139 3.417 -0.764
H -2.641 4.331 -0.750
H -2.671 2.707 -0.075
H -4.647 1.897 -2.534
H -3.415 0.708 -2.107
H -3.474 1.385 -3.725
H 0.013 4.535 -3.965
H 1.064 6.664 -3.496
H 1.644 7.296 -1.170
H 1.039 5.790 0.687
H -0.078 3.657 0.226
H -1.615 -0.047 -3.787
H -0.015 -0.331 -3.073
H -0.205 -0.276 -4.824
H -1.913 1.892 -5.290
H -0.306 1.853 -5.993
H -0.864 3.313 -5.210
H 1.684 1.715 -2.896
H 1.498 2.916 -4.161
H 1.734 1.232 -4.593
```

(2)
Here is C30H23IN3OPSZr as an isolated structure from the OMol25 dataset. Energies are from ωB97M-V/def2-TZVPD.

Summary:
energy relative to the best compared isomer or geometry (same formula, charge and spin) = 0.000 eV
E_tot = -2480.4018 Ha
gap between HOMO and LUMO = 0.2711 Eh
E_HOMO = -13.8505 eV
charge = +2

```
61
C30H23IN3OPSZr (ωB97M-V/def2-TZVPD)
Zr -0.130 -0.156 1.254
N 0.500 -3.668 -1.305
C 0.711 -2.533 -0.620
S 0.250 -2.597 1.103
N 1.196 -1.502 -1.233
N 1.320 -0.380 -0.415
C 2.291 0.411 -0.742
C 2.697 1.596 -0.033
C 3.773 2.343 -0.535
C 4.235 3.452 0.141
C 3.635 3.828 1.340
C 2.573 3.107 1.863
C 2.109 2.001 1.173
O 1.053 1.296 1.653
H 0.298 -4.524 -0.819
H 0.836 -3.723 -2.254
H 2.870 0.119 -1.615
H 4.241 2.034 -1.461
H 5.064 4.022 -0.253
H 4.002 4.692 1.877
H 2.109 3.387 2.799
I -1.974 0.297 -1.023
C -3.799 -0.594 -0.370
C -4.413 -1.192 -1.437
C -5.634 -1.870 -1.280
C -6.191 -1.947 -0.042
C -5.571 -1.340 1.076
C -6.201 -1.461 2.339
C -5.671 -0.902 3.462
C -4.478 -0.176 3.352
C -3.825 -0.025 2.147
P -2.344 0.977 2.192
C -2.691 2.722 2.062
C -1.645 3.613 1.810
C -1.915 4.966 1.701
C -3.221 5.427 1.823
C -4.262 4.540 2.057
C -4.003 3.183 2.178
C -1.402 0.563 3.672
C -0.907 -0.759 3.684
C 0.091 -1.138 4.585
C 0.605 -0.198 5.463
C 0.118 1.107 5.452
C -0.862 1.498 4.552
C -4.344 -0.621 0.948
H -3.964 -1.157 -2.421
H -6.105 -2.326 -2.139
H -7.123 -2.474 0.112
H -7.128 -2.018 2.390
H -6.160 -1.001 4.421
H -4.063 0.285 4.241
H -0.627 3.254 1.704
H -1.109 5.662 1.510
H -3.428 6.484 1.729
H -5.276 4.903 2.145
H -4.815 2.491 2.358
H -1.412 -1.528 3.090
H 0.441 -2.162 4.602
H 1.377 -0.481 6.164
H 0.512 1.829 6.154
H -1.211 2.523 4.535
```

(3)
Here is a 10-piece molecular cluster, C33H52N3O17 overall at a distorted geometry from the OMol25 dataset. Energies are from ωB97M-V/def2-TZVPD.

Summary:
energy relative to the best compared isomer or geometry (same formula, charge and spin) = 1.042 eV
E_tot = -2731.1203 Ha
gap between HOMO and LUMO = 0.2058 Eh
E_HOMO = -6.1117 eV
charge = -1

```
105
C33H52N3O17 (ωB97M-V/def2-TZVPD)
C -2.187 -0.816 1.416
C -1.429 0.134 0.736
O -1.799 0.462 -0.407
N 0.050 0.417 1.335
H -0.111 0.940 2.153
H 0.495 -0.202 1.817
C 0.945 0.929 0.321
H -3.064 -0.857 1.179
H -1.770 -0.890 2.584
H -1.801 -1.762 0.948
H 0.640 1.927 -0.049
H 0.859 0.519 -0.636
H 1.980 0.960 0.590
N 0.094 2.219 4.173
O -0.267 1.974 5.390
O -0.776 1.973 3.250
O 1.266 2.194 3.805
N 1.520 -1.741 3.386
O 0.226 -1.821 3.499
O 2.278 -1.803 4.362
O 1.969 -1.235 2.269
C -1.967 -5.375 -2.350
C -2.403 -4.088 -2.987
C -3.616 -4.096 -3.884
O -2.819 -3.083 -2.006
H -0.844 -5.358 -2.220
H -2.245 -6.291 -2.982
H -2.368 -5.554 -1.378
H -1.405 -3.809 -3.577
H -3.718 -5.037 -4.510
H -3.402 -3.250 -4.580
H -4.567 -4.062 -3.237
H -2.060 -2.890 -1.340
C -4.327 -4.161 1.347
C -3.966 -5.118 2.386
C -5.191 -5.397 3.352
O -3.418 -6.285 1.930
H -5.042 -4.431 0.691
H -3.564 -3.962 0.759
H -4.644 -3.435 1.865
H -3.295 -4.591 2.868
H -4.471 -5.852 4.235
H -5.915 -6.138 2.848
H -5.667 -4.457 3.552
H -3.236 -6.945 2.662
C 2.392 1.699 -3.073
C 3.503 0.618 -2.800
C 4.514 1.194 -1.758
O 2.913 -0.559 -2.191
H 1.956 2.109 -2.213
H 1.573 1.240 -3.497
H 2.776 2.578 -3.571
H 4.013 0.479 -3.728
H 5.240 1.998 -2.013
H 5.353 0.300 -1.479
H 4.035 1.488 -0.709
H 3.680 -1.173 -1.891
C 3.835 3.182 1.845
C 5.333 3.510 1.916
C 5.605 3.795 3.492
O 6.234 2.433 1.580
H 3.613 2.258 2.489
H 3.386 2.840 0.737
H 3.083 4.057 2.087
H 5.673 4.278 1.351
H 5.733 3.108 4.201
H 4.870 4.622 3.899
H 6.726 4.216 3.214
H 6.472 2.407 0.727
C 1.640 -3.820 0.021
C 2.472 -4.996 -0.002
C 2.767 -5.583 -1.384
O 3.535 -6.522 -1.524
C 2.356 -4.795 -2.554
C 1.458 -3.630 -2.419
C 0.914 -3.266 -1.134
O 0.000 -2.424 -1.035
H 1.363 -3.497 0.913
H 2.866 -5.669 0.807
H 2.894 -5.129 -3.560
H 1.190 -3.043 -3.362
C 0.549 5.680 2.788
C -0.078 4.966 1.598
C -1.163 5.645 0.818
O -1.710 5.149 -0.083
C -1.463 7.076 1.261
C -0.848 7.668 2.451
C 0.137 7.003 3.198
O 0.587 7.597 4.170
H 1.235 5.039 3.394
H 0.093 4.019 1.518
H -2.228 7.624 0.742
H -1.013 8.694 2.853
C -2.758 2.899 -5.071
C -1.468 3.079 -4.122
C -1.740 2.950 -2.674
O -0.835 2.932 -1.921
C -3.090 2.779 -2.231
C -4.272 2.396 -3.125
C -4.050 2.498 -4.566
O -5.004 2.310 -5.376
H -2.590 3.037 -6.113
H -0.579 3.339 -4.602
H -3.280 3.142 -1.052
H -5.337 2.270 -2.819
```

(4)
Here is a 7-piece molecular cluster, C58H55ClINO32P2S overall at a distorted geometry from the OMol25 dataset. Energies are from ωB97M-V/def2-TZVPD.

Summary:
E_tot = -6543.6186 Ha
gap between HOMO and LUMO = 0.2499 Eh
E_HOMO = -8.6907 eV

```
151
C58H55ClINO32P2S (ωB97M-V/def2-TZVPD)
C -3.763 -0.435 2.477
C -3.234 0.348 1.138
O -2.832 -0.526 0.022
C -1.790 -1.489 0.415
C -0.377 -0.756 0.911
O 0.187 0.121 -0.152
C 1.530 0.637 0.276
C 2.631 -0.399 -0.356
C 3.935 -0.700 0.366
P 4.482 0.092 2.015
N 3.770 -0.813 3.424
O 3.875 1.756 2.166
C 4.906 -1.792 -0.457
O 6.118 -1.362 -0.753
C 4.117 -3.135 -0.942
C 2.673 -2.781 -1.724
C 1.708 -3.933 -2.360
I -0.200 -3.418 -3.400
C 2.222 -5.512 -2.164
C 1.206 -6.615 -2.870
C -0.090 -6.974 -1.927
C 0.364 -7.420 -0.381
O -0.912 -7.452 0.395
C -0.600 -7.824 1.783
C 3.619 -5.908 -1.331
C 3.901 -7.519 -1.184
Cl 5.024 -8.219 -2.523
C 4.341 -8.007 0.346
C 3.475 -9.371 0.782
C 4.621 -4.713 -0.709
P 6.219 -5.108 0.247
O 7.300 -3.753 0.523
O 5.931 -5.714 1.897
S 7.400 -6.415 -0.673
C 2.239 -1.164 -1.797
O 1.718 -0.560 -2.857
H -4.726 -1.091 2.312
H -2.960 -1.136 2.973
H -4.038 0.392 3.278
H -2.379 1.131 1.427
H -4.146 1.006 0.745
H -1.504 -2.097 -0.572
H -2.162 -2.316 1.181
H 0.350 -1.631 1.227
H -0.578 -0.121 1.898
H 1.521 0.524 1.464
H 1.672 1.758 -0.025
H 3.106 -0.188 3.933
H 4.589 -1.075 4.052
H 3.561 1.884 3.109
H 1.743 -7.654 -3.108
H 0.812 -6.249 -3.937
H -0.694 -7.826 -2.472
H -0.811 -6.048 -1.805
H 1.082 -6.633 0.124
H 0.853 -8.499 -0.360
H 0.062 -8.794 1.871
H -0.118 -6.911 2.360
H -1.634 -8.032 2.334
H 2.893 -8.145 -1.335
H 3.938 -7.164 1.065
H 5.479 -8.242 0.458
H 3.210 -10.055 -0.129
H 2.433 -8.948 1.183
H 3.954 -9.933 1.697
H 7.997 -3.779 -0.224
H 6.749 -5.512 2.443
O 2.306 2.997 -3.135
C 1.457 3.114 -4.011
C 0.748 1.955 -4.578
C -0.159 2.116 -5.543
O -0.830 1.032 -6.078
C -0.484 3.465 -6.082
O -1.309 3.578 -6.983
C 0.206 4.625 -5.500
C 1.111 4.466 -4.532
O 1.762 5.552 -3.977
H 0.996 0.981 -4.178
H -1.431 1.407 -6.759
H -0.053 5.602 -5.889
H 2.367 5.177 -3.301
O 7.779 -11.764 7.508
C 6.929 -11.647 6.631
C 6.221 -12.806 6.065
C 5.314 -12.646 5.099
O 4.642 -13.730 4.565
C 4.988 -11.297 4.560
O 4.163 -11.183 3.660
C 5.679 -10.136 5.143
C 6.584 -10.296 6.111
O 7.235 -9.209 6.665
H 6.469 -13.781 6.465
H 4.042 -13.355 3.884
H 5.420 -9.159 4.754
H 7.840 -9.585 7.341
O -5.723 9.225 -5.383
C -4.713 8.583 -5.649
C -4.712 7.114 -5.723
C -3.591 6.445 -5.998
O -3.584 5.064 -6.072
C -2.305 7.156 -6.236
O -1.287 6.513 -6.469
C -2.310 8.626 -6.187
C -3.432 9.296 -5.915
O -3.446 10.678 -5.869
H -5.654 6.610 -5.545
H -2.657 4.819 -6.282
H -1.372 9.131 -6.380
H -4.372 10.923 -5.653
O -6.728 -0.555 3.023
C -7.310 0.031 3.928
C -7.145 -0.345 5.341
C -7.807 0.304 6.302
O -7.654 -0.042 7.632
C -8.734 1.424 5.981
O -9.342 1.989 6.884
C -8.881 1.816 4.571
C -8.217 1.169 3.611
O -8.348 1.534 2.283
H -6.470 -1.162 5.559
H -8.237 0.571 8.130
H -9.545 2.643 4.354
H -7.770 0.916 1.785
O 6.765 8.629 0.927
C 5.755 8.016 0.598
C 5.800 6.622 0.131
C 4.685 5.988 -0.235
O 4.720 4.677 -0.672
C 3.360 6.666 -0.190
O 2.354 6.064 -0.551
C 3.311 8.052 0.299
C 4.426 8.685 0.670
O 4.388 9.987 1.133
H 6.770 6.142 0.101
H 3.788 4.446 -0.880
H 2.339 8.527 0.344
H 5.321 10.220 1.335
O -8.871 9.551 1.070
C -8.358 10.060 0.079
C -8.358 9.395 -1.233
C -7.776 9.969 -2.289
O -7.775 9.351 -3.526
C -7.106 11.293 -2.177
O -6.564 11.787 -3.160
C -7.127 11.969 -0.870
C -7.712 11.397 0.184
O -7.738 12.027 1.414
H -8.847 8.432 -1.300
H -7.292 9.963 -4.123
H -6.652 12.940 -0.808
H -8.215 11.412 2.013
```

(5)
Here is C20H31CdO3 as an isolated structure at a distorted geometry from the OMol25 dataset. Energies are from ωB97M-V/def2-TZVPD.

Summary:
energy relative to the best compared isomer or geometry (same formula, charge and spin) = 2.340 eV
E_tot = -1173.8366 Ha
gap between HOMO and LUMO (spin up / spin down) = 0.1802 / 0.1852 Eh
E_HOMO (spin up / spin down) = -2.2375 / -2.3717 eV
charge = -1

```
55
C20H31CdO3 (ωB97M-V/def2-TZVPD)
O -1.104 0.737 -1.192
C -0.086 1.437 -1.933
C -0.894 2.670 -2.300
H 0.221 0.779 -2.737
H 0.788 1.719 -1.342
C -1.893 1.968 -1.335
H -1.039 2.693 -3.387
H -0.525 3.620 -1.872
C -3.257 1.724 -1.942
H -3.139 1.021 -2.774
H -3.700 2.653 -2.329
H -3.939 1.245 -1.227
C -1.861 2.670 0.011
H -0.816 2.888 0.263
H -2.171 2.039 0.838
H -2.440 3.612 0.067
Cd 1.477 -2.712 1.395
C 1.557 1.431 3.143
C 2.313 0.240 3.060
C 2.586 -0.027 1.672
H 2.583 -0.455 3.862
C 2.030 1.046 0.910
C 1.383 1.938 1.810
H 0.886 2.860 1.523
H 1.193 1.908 4.050
H 3.236 -0.840 1.318
H 2.018 1.041 -0.191
C -0.564 -1.137 3.772
C -1.460 -0.009 3.390
C -1.703 -0.079 2.049
H -1.806 0.733 4.107
C -0.840 -1.006 1.416
C -0.094 -1.704 2.395
H -0.315 -2.806 2.446
H -1.200 -1.934 4.213
H -2.497 0.496 1.610
H -0.677 -1.051 0.326
O 0.872 -1.938 -2.656
C 0.455 -1.200 -3.879
C 0.931 -1.851 -5.183
H 0.960 -0.213 -3.892
H -0.633 -0.986 -3.863
C 1.897 -2.932 -4.699
H 1.502 -1.162 -5.822
H 0.096 -2.265 -5.747
C 1.797 -2.920 -3.143
H 2.941 -2.695 -4.959
H 1.598 -3.910 -5.108
H 2.779 -2.668 -2.718
H 1.500 -3.905 -2.779
C -0.225 -0.548 5.937
O 0.441 -0.779 4.681
H -0.724 0.454 5.917
H 0.570 -0.562 6.710
H -1.011 -1.330 6.119
```

(6)
Here is a 2-piece molecular cluster, ClH3NOP overall at a distorted geometry from the OMol25 dataset. Energies are from ωB97M-V/def2-TZVPD.

Summary:
energy relative to the best compared isomer or geometry (same formula, charge and spin) = 0.454 eV
E_tot = -933.3776 Ha
gap between HOMO and LUMO = 0.3859 Eh
E_HOMO = -10.1884 eV

```
7
ClH3NOP (ωB97M-V/def2-TZVPD)
N -0.365 1.254 0.527
P 0.728 0.028 0.783
O 1.901 0.328 -0.027
H -1.280 1.264 0.945
H -0.180 2.044 -0.075
Cl -1.017 -2.640 -1.087
H 0.213 -2.278 -1.066
```